# 1
Entry from the OMol25 dataset: a structure of composition C10H27B2BeF8NO6 at a distorted geometry (wB97M-V/def2-TZVPD).

Positions of all 55 atoms, in Å:
F 2.3854 1.8166 1.3920
F 0.8576 -1.6852 -1.6120
F 1.0056 3.2806 0.5182
F 0.8814 -2.6119 -3.4923
F -0.8045 -2.9146 -2.2456
F 0.9739 2.7140 2.7541
F 2.6911 3.9715 2.0291
F 1.1715 -3.9212 -1.6398
O 1.9746 -1.1632 1.4376
O -1.3240 -0.5522 -1.1202
O -3.2242 -2.1013 0.8461
O -1.4119 2.0012 0.3451
O 0.5114 1.6338 -2.3822
O 2.8443 0.4177 -1.3254
N -0.8448 -0.3022 1.7894
C -0.0700 -1.1705 2.7950
C 1.5986 1.3100 -3.1451
C -2.7080 -0.9002 -1.2727
C 3.2689 -1.6383 1.3370
C 2.8733 1.3031 -2.4037
C -1.9528 3.0144 -0.5389
C -3.2261 -2.1376 -0.5480
C -2.2278 1.6461 1.4648
C 0.9930 -1.9968 2.1333
C -1.4238 0.7925 2.4954
B 0.5401 -2.8575 -2.1856
B 1.7241 2.9767 1.6887
Be 0.6666 0.7230 -0.0719
H -0.8799 -1.2955 -1.5350
H -4.1356 -2.4760 -1.0444
H -2.1730 0.3640 3.1611
H 3.6667 -0.0630 -1.4449
H -3.7030 -2.9118 1.0342
H -0.6482 1.4314 2.9176
H -2.4996 -2.8996 -0.8301
H -3.3893 -0.1080 -0.9624
H 0.2946 -0.5100 3.5817
H 1.5308 -2.5301 2.9172
H -0.8191 -1.8210 3.2466
H -2.5325 3.7416 0.0296
H -0.2790 1.8495 -2.8825
H -1.6179 -0.8505 1.4407
H 3.3526 -2.2204 0.4193
H 3.1155 2.2538 -1.9290
H -1.1314 3.5855 -0.9717
H -2.8329 -0.9022 -2.3555
H -2.5320 2.5398 2.0096
H 3.5155 -2.1417 2.2718
H 1.6792 1.9040 -4.0554
H -3.0217 0.9229 1.2784
H 3.6877 0.9660 -3.0449
H 0.6261 -2.6329 1.3277
H -2.5368 2.6384 -1.3789
H 1.5564 0.3161 -3.5906
H 3.9635 -0.7983 1.3473

For the HOMO-LUMO gap, the calculation gives 8.8 eV. Its energy above the lowest of the compared OMol25 structures with the same formula, charge and spin is 2.030 eV. The value obtained for the LUMO energy is -1.5 eV.

=====

# 2
Entry from the OMol25 dataset: a structure of composition C10H27ClEuIO2P2S at a distorted geometry (wB97M-V/def2-TZVPD).

Positions of all 45 atoms, in Å:
Eu -0.3448 -0.2205 -0.1017
I 4.2646 0.7228 -0.8912
Cl 1.3664 1.0475 1.3156
S -3.2085 -0.8519 1.6718
P 0.3718 -2.3078 1.3058
P -0.9478 2.1302 -1.0777
O -1.9901 0.0973 1.6175
O 5.1562 -0.3854 -3.4489
C -2.2789 1.9855 -2.2977
C 7.0108 0.7540 -2.3518
C -0.5769 -3.7634 0.7894
C 2.1396 -2.5325 0.9676
C -4.5305 0.2944 2.1602
C 0.1096 -1.9936 3.0748
C -3.6423 -1.0712 -0.0948
C 5.6043 0.2288 -2.5525
C -1.4418 3.2588 0.2563
C 0.5778 2.7290 -1.8605
H -3.9773 -0.1078 -0.4861
H -0.6386 3.2681 1.0207
H 7.6136 0.4674 -3.2111
H -1.5779 4.2382 -0.2427
H -2.3665 2.8786 0.7369
H -1.6597 -3.6054 0.9790
H -3.1977 1.5936 -1.8132
H 1.3948 2.7265 -1.1083
H -2.7766 -1.4701 -0.6544
H -1.9716 1.2753 -3.0910
H -4.3227 0.5263 3.2154
H -2.4063 3.0156 -2.6806
H 2.2817 -2.7256 -0.1152
H 6.9999 1.8492 -2.2726
H -0.4297 -3.9276 -0.2971
H 7.4529 0.3204 -1.4450
H 0.5345 -2.8852 3.5742
H 0.3143 3.7399 -2.2304
H 2.6750 -1.5910 1.2134
H -0.1539 -4.5848 1.3990
H 2.4250 -3.3917 1.6060
H -4.4524 -1.8231 -0.1360
H -4.4434 1.1812 1.5347
H 0.8702 2.0317 -2.6714
H 0.6359 -1.0543 3.3389
H -5.4949 -0.2184 2.0662
H -0.9681 -1.8490 3.2881

For the HOMO-LUMO gap (alpha / beta), the calculation gives 5.7 / 7.5 eV. The spin multiplicity is 7. As for the total charge: +2. The value obtained for the LUMO energy (alpha / beta) is -8.3 / -6.5 eV.

=====

# 3
Entry from the OMol25 dataset: a cluster of 4 separate species, C10H27NO6S in total at a distorted geometry (wB97M-V/def2-TZVPD).

Positions of all 45 atoms, in Å:
S -0.5070 0.9103 2.8965
O 0.5226 -3.1387 -0.8188
O -0.2083 1.7405 4.1679
O -3.9276 1.4813 -0.7754
O 0.9697 0.3179 2.2438
O -1.4487 -0.2947 3.2819
O 3.8773 0.5649 -0.1185
N -1.6741 -0.7492 0.2316
C -0.3066 -0.1337 0.0022
C 5.2962 0.6188 -0.1204
C 0.7138 -0.6878 1.1944
C -1.3141 1.9345 1.5039
C 1.6416 -3.1923 -1.6912
C -4.9055 1.8729 0.1766
C -0.5275 1.5215 0.0937
C -6.2120 2.1865 -0.5226
C 5.8508 -0.3141 0.9361
C 1.1952 -2.9617 -3.1200
H 5.5233 -1.3425 0.7515
H 5.6478 0.3246 -1.1136
H -1.3040 1.7643 -0.7709
H -4.5340 2.7450 0.7234
H -6.9782 2.4859 0.1981
H -0.0988 -3.8338 -1.0959
H 5.6087 1.6511 0.0646
H 5.4837 -0.0365 1.9295
H -1.2370 3.0765 1.7476
H 0.2698 -1.6561 1.7307
H -6.0780 2.9934 -1.2504
H 3.5748 0.8360 0.7653
H -5.0390 1.0516 0.8868
H 0.4668 -3.7199 -3.4256
H -2.4435 1.5915 1.3981
H -1.6972 -1.7717 0.0232
H 6.9441 -0.2878 0.9446
H 2.0471 -2.9954 -3.8051
H -6.5705 1.3134 -1.0777
H 0.7019 -1.9890 -3.2168
H -3.8104 2.2206 -1.3964
H 0.4943 2.0891 -0.0438
H 2.1244 -4.1685 -1.5836
H 0.1541 -0.3916 -1.0643
H 1.7851 -0.9910 0.7637
H 2.3524 -2.4200 -1.3828
H -2.4237 -0.2166 -0.2619

For the HOMO-LUMO gap, the calculation gives 9.3 eV. Its SMILES is N[C@H]1CCS(=O)(=O)OC1.CCO.CCO.CCO. The value obtained for the LUMO energy is 0.5 eV.

=====

# 4
Entry from the OMol25 dataset: a structure of composition C10H28ClF6N3O13S2 at a distorted geometry (wB97M-V/def2-TZVPD).

Positions of all 63 atoms, in Å:
Cl 0.9629 -0.4205 2.4265
S -4.9393 -3.1839 0.5155
S -4.8169 -0.5844 1.1217
F -2.2255 -1.4514 0.9523
F -6.9612 -4.2972 -0.8941
F -2.8439 0.1433 -0.4546
F -7.2764 -2.1294 -0.5961
F -2.4653 0.6605 1.6334
F -7.5395 -3.4925 1.0716
O -4.6810 -4.5552 1.0031
O 1.6175 -4.3818 3.0183
O 0.6999 0.2241 1.2291
O 1.5662 2.9241 0.8187
O -0.2754 -1.0481 2.8437
O 1.4511 0.4913 3.4395
O -0.3311 -0.7551 -3.3312
O -4.1433 -2.7932 -0.6545
O -3.1600 -1.2143 3.8516
O 1.9230 -1.4886 2.2587
O 3.8635 2.1694 -0.3330
O -5.3913 -0.4216 -0.2125
O -5.2452 0.4168 2.0815
N -4.7987 -2.2592 1.8393
N 3.7715 2.7148 2.3783
N -1.2810 2.6661 -4.3086
C 5.2167 0.7681 2.9695
C 4.8664 1.9031 1.8916
C 4.4141 1.1954 0.5674
C -0.1355 -1.4939 -2.0745
C -6.8685 -3.2927 -0.0278
C -0.7260 0.5822 -3.1182
C 0.8110 1.7198 -4.9658
C 3.3688 1.5953 -1.5543
C -0.6185 1.4233 -4.4562
C -2.8929 -0.3236 0.8304
H -2.2797 2.6098 -4.1687
H 5.9764 0.0628 2.6325
H 2.5809 0.8596 -1.3929
H 2.2992 -4.9116 3.4316
H 1.3648 1.9883 0.8200
H 4.1460 3.0023 3.2711
H -1.1697 0.7729 -5.1352
H 5.7783 2.4815 1.7424
H 4.4117 0.0900 3.2528
H 3.0368 2.0793 2.6550
H 1.3929 2.4013 -4.3453
H -1.2098 3.0957 -5.2200
H -2.3561 -1.2959 3.3384
H 3.6961 0.4097 0.8024
H 0.7241 3.3511 0.9758
H 0.9327 2.1599 -5.9556
H -0.1176 1.0881 -2.3685
H -1.1374 -1.7612 -1.7385
H 1.3364 0.7662 -4.9151
H 0.3635 -2.4573 -2.1789
H 5.2760 0.6813 0.1421
H 5.5557 1.2519 3.8855
H 0.3718 -0.9375 -1.2864
H -1.7664 0.4554 -2.8188
H -3.1819 -0.2954 4.1187
H 2.8751 2.3283 -2.1923
H 1.9736 -3.4933 3.0143
H 4.2103 1.2058 -2.1273

For the HOMO-LUMO gap, the calculation gives 8.8 eV. As for the total charge: -2. The value obtained for the LUMO energy is 4.4 eV.

=====

# 5
Entry from the OMol25 dataset: a structure of composition C10H28FHfN2O4 at a distorted geometry (wB97M-V/def2-TZVPD).

Positions of all 46 atoms, in Å:
Hf -2.0262 1.6252 0.9189
F -1.3520 0.0377 -0.5697
O -1.1309 3.9645 1.5705
O -2.5705 -2.5640 -1.6167
O 0.2469 -3.6847 -0.3800
O -1.9760 0.0692 -3.4709
N 1.9464 -0.5585 0.6529
N 0.3518 1.8540 0.7247
C 2.8661 -2.7383 -0.0052
C 0.8192 2.6992 1.8891
C 0.3861 -2.5636 0.4602
C 0.2250 4.0930 1.8833
C 2.3558 2.7814 1.6770
C -0.9256 -4.4343 -0.1579
C -2.5595 -1.2156 -3.6920
C -1.8051 5.2243 1.6564
C -1.9310 -2.4000 -2.8740
C 1.6455 -1.8433 0.0130
H -0.8550 -5.2596 -0.8667
H 3.7564 -2.1624 -0.2622
H -0.8390 -2.4401 -2.9046
H 2.8062 -0.2618 0.2082
H -1.1313 5.9172 1.1520
H 1.5040 -1.5981 -1.0421
H -1.9422 5.6488 2.6528
H 2.8452 -3.6175 -0.6469
H 0.8626 2.0747 2.7824
H 0.4141 4.5037 2.8756
H -3.5994 -0.9596 -3.4717
H -2.0484 -3.2896 -3.4958
H 2.8922 1.8435 1.8259
H -1.8866 -3.9590 -0.3798
H 3.1051 -3.0143 1.0242
H -0.8714 -4.8694 0.8421
H 2.6710 2.9903 0.6522
H -1.8359 0.2634 -2.5391
H 0.8696 2.1474 -0.1013
H -2.8310 5.2544 1.2900
H -2.5814 -1.3503 -4.7729
H -0.5548 -2.0116 0.3496
H 2.1493 -0.6575 1.6405
H 0.8693 0.9668 0.6704
H -2.2746 -1.8097 -1.0953
H 0.3778 -2.8724 1.5098
H 2.8603 3.4967 2.3267
H 0.7018 4.6797 1.0968

For the HOMO-LUMO gap, the calculation gives 2.8 eV. As for the total charge: +3. The value obtained for the LUMO energy is -15.4 eV.

=====

# 6
Entry from the OMol25 dataset: a structure of composition C10H29AgBrN4O4 at a distorted geometry (wB97M-V/def2-TZVPD).

Positions of all 49 atoms, in Å:
Ag 1.2250 -0.6294 0.6470
Br 2.2789 0.2152 4.1603
O -1.0760 -3.0175 1.1450
O 5.6212 3.2018 2.2932
O -4.1559 2.5069 -0.7357
O 4.3210 -1.8319 -0.2858
N 4.8984 4.9684 1.1554
N 0.1202 -3.1674 -1.5940
N -1.4258 1.8379 -0.8147
N 4.4377 3.0648 0.4120
C 5.1211 3.6665 1.3368
C -1.4063 -4.8965 -2.2866
C -1.9736 2.7427 0.2183
C 4.8426 -3.1243 -0.0881
C -0.8340 3.5633 0.6402
C -3.1440 3.5130 -0.4702
C -1.2018 -4.0472 0.2373
C -1.1716 -3.7088 -1.2716
C -1.2943 -3.5111 2.4271
C -5.5020 2.9084 -1.0225
H 0.8101 -3.8852 -1.7640
H -2.2800 2.1113 1.0523
H -5.4500 3.5531 -1.8998
H -2.1910 1.4705 -1.3620
H -1.1740 4.4990 1.0840
H 0.0801 -2.5987 -2.4277
H -3.4755 4.2271 0.2838
H 5.2037 5.5741 1.9037
H -5.8332 3.5148 -0.1795
H -2.1421 -4.1960 2.4357
H -2.9135 4.0977 -1.3607
H 4.5250 2.0754 0.2284
H -1.3190 -2.6539 3.0999
H 4.3503 -3.7552 0.6519
H 4.7697 -3.7571 -0.9727
H 4.2822 5.2413 0.4031
H -0.2131 3.8497 -0.2086
H -6.1845 2.0802 -1.2137
H -2.1701 -4.5433 0.3043
H -2.4562 -5.1884 -2.3127
H -1.9509 -2.9751 -1.4781
H -1.1984 -4.4686 -3.2673
H -0.3920 -4.0718 2.6714
H -0.4107 -4.7647 0.4547
H -0.7484 -5.7175 -2.0013
H -0.2078 3.0517 1.3711
H 4.0765 3.6331 -0.3407
H 5.8836 -3.0783 0.2318
H -0.9518 2.4197 -1.4907

For the HOMO-LUMO gap, the calculation gives 4.9 eV. As for the total charge: -1. Its energy above the lowest of the compared OMol25 structures with the same formula, charge and spin is 0.000 eV. The value obtained for the LUMO energy is 1.8 eV.

=====

no.,electronic energy (Eh)
1,-1767.07011
2,-3096.24279
3,-1301.43149
4,-3395.67849
5,-954.76903
6,-3639.24610